(1)
# C46H107NO19S6

A 13-piece molecular cluster, C46H107NO19S6 overall in a non-equilibrium geometry (ωB97M-V/def2-TZVPD, OMol25).

XYZ file:
```
179
Properties=species:S:1:pos:R:3:forces:R:3
S 1.138 -0.522 0.730 -0.754 -0.809 -2.633
S -2.994 -4.416 -3.820 0.156 -0.293 -1.081
S 1.451 -3.569 4.229 0.529 1.126 1.055
S 4.031 0.192 -3.621 1.250 -1.913 -0.583
S -0.735 2.065 4.132 -0.024 1.325 2.497
S 3.196 4.147 1.625 -0.314 -1.794 -0.587
O 3.921 3.102 2.418 -1.274 2.303 -1.762
O 0.986 -0.677 -6.248 0.139 -1.252 -0.824
O 0.513 -2.431 4.167 0.988 -1.088 -0.277
O 2.462 5.203 2.303 0.878 -0.144 0.147
O -0.934 1.930 2.705 0.367 -0.564 -0.245
O 2.603 -5.801 -2.181 0.267 -2.901 0.547
O -4.304 -2.395 5.614 -0.211 -0.585 0.834
O 3.021 1.098 -3.125 -0.104 0.453 -0.390
O 0.969 -4.915 4.113 -0.442 -0.215 -0.620
O -1.418 3.526 0.636 0.680 -1.751 -2.316
O -1.569 -4.169 -3.899 -0.692 -0.027 -0.256
O 1.955 -1.640 0.215 -1.157 1.190 0.689
O 1.806 0.426 1.581 0.033 0.146 0.640
O -1.818 5.004 -4.844 -0.736 0.224 -0.744
O -1.838 1.672 5.004 0.637 -0.027 -0.762
O 3.716 -0.853 -4.618 -0.186 1.820 0.745
O -6.347 -0.575 -1.261 0.116 -0.398 1.272
O -3.465 -5.714 -3.365 0.116 1.003 0.014
O 4.881 -0.267 3.525 0.224 -0.953 2.387
N -7.954 -1.369 2.057 1.082 2.104 -3.151
C 4.732 -0.722 -2.210 -0.037 -0.488 -1.619
C 0.146 3.872 -4.232 -0.399 -1.226 0.030
C 6.054 -0.083 -1.911 0.564 0.852 0.400
C 1.744 2.371 5.242 -0.170 0.464 -0.341
C -0.255 3.818 4.581 2.119 -0.977 -1.258
C -0.164 -0.169 -5.622 1.126 0.743 0.979
C 0.013 -0.102 -4.121 -0.333 0.226 -0.153
C 2.566 -3.678 -2.913 -0.559 1.437 0.686
C -7.153 -0.403 -0.125 0.244 1.469 -1.188
C 2.375 -3.537 5.816 0.954 0.557 -0.615
C 5.640 1.064 -4.134 -2.202 0.826 1.668
C -1.856 4.607 1.313 -2.425 1.342 1.926
C 3.400 4.574 -1.134 -0.910 0.344 0.731
C 4.139 -3.656 4.085 -1.433 -0.650 -1.612
C -1.890 3.959 -2.728 0.166 0.608 -0.564
C -3.670 -2.786 3.333 0.935 0.172 0.548
C 0.812 1.257 4.785 -0.997 0.139 -0.851
C -2.276 5.721 0.378 -0.460 -0.634 0.031
C -3.117 4.167 2.195 1.651 0.375 0.081
C -3.615 -1.850 4.540 -0.721 1.629 -0.810
C -1.579 -0.521 0.379 -0.397 0.141 1.167
C 0.364 0.426 -0.701 0.370 0.609 0.648
C -4.597 -2.240 -3.877 0.380 -0.904 0.319
C 4.172 4.815 0.180 1.170 0.392 -0.104
C -1.364 -0.985 -6.026 0.271 -0.450 -1.067
C -3.921 -4.043 -5.415 0.520 0.305 0.943
C 1.930 4.512 -0.692 0.181 -0.824 0.203
C -3.761 -3.089 -2.828 -0.606 -0.373 -1.328
C -6.879 -1.476 1.002 -2.038 -2.970 2.635
C 2.908 -3.310 3.154 0.781 -0.219 0.328
C -0.494 -1.112 1.348 0.584 -0.478 -1.336
C -7.087 -2.917 0.540 0.462 -0.303 -1.364
C 2.238 -4.570 -1.719 -1.239 1.567 0.007
C 6.070 -0.472 2.772 -1.807 2.769 -2.530
C 1.957 3.461 0.469 -0.116 0.513 -0.375
C 6.679 0.930 2.523 0.560 -0.412 0.378
C 0.894 3.638 5.630 -0.511 -1.348 0.076
C 0.769 -4.580 -1.173 0.124 0.153 -1.107
C 6.686 0.398 -3.240 0.126 -0.429 -1.079
C -1.050 -0.145 -1.018 2.234 -0.731 1.797
C -4.938 -0.557 -0.991 0.676 -0.121 0.505
C -1.385 3.855 -4.161 0.916 0.674 0.619
C -4.233 -0.457 4.174 0.623 -0.253 -0.618
C 5.520 -0.923 1.411 1.311 -1.847 0.138
C 3.820 -3.089 5.415 0.047 0.384 0.810
C -5.129 -3.197 -4.980 0.633 -0.092 0.798
H -5.305 -0.475 3.976 -0.309 -0.630 -0.099
H 0.554 -5.188 -0.295 0.763 -0.052 0.184
H -6.999 -3.649 1.343 0.118 0.286 0.091
H 0.048 -4.943 -1.904 0.184 0.050 -0.405
H 2.485 -2.632 -2.620 -0.237 0.279 -0.229
H -2.572 -1.703 4.822 -0.020 -0.056 0.186
H -0.854 -1.099 -1.508 -0.422 0.140 -0.639
H 2.481 2.639 4.485 -0.366 -0.016 -0.531
H 1.965 -3.863 -3.804 -0.085 -0.115 0.158
H 1.155 0.517 -1.444 -0.294 -0.476 -0.452
H -8.201 -0.394 2.142 0.354 0.681 1.364
H 2.844 -3.972 2.291 -0.243 0.035 0.069
H 6.066 1.478 1.808 -0.189 0.086 0.244
H -0.486 -0.943 2.425 -0.565 0.212 -0.168
H 0.620 4.813 -3.951 -0.346 0.176 0.440
H -4.306 -0.626 -1.877 -0.780 0.192 -0.270
H 0.496 3.690 -5.248 -0.052 -0.311 0.022
H 2.403 2.002 6.028 -0.425 0.162 0.493
H 7.511 1.090 -3.068 -0.017 -0.091 0.063
H -4.680 -2.858 2.930 -0.096 -0.054 -0.150
H 3.952 -0.933 -1.478 0.244 0.434 0.273
H -2.375 -1.237 0.174 0.012 -0.438 0.527
H -4.131 0.393 4.849 0.558 -0.446 0.345
H 5.675 1.186 -5.217 0.417 -0.824 0.103
H 0.486 -3.552 -0.944 0.086 0.117 0.077
H -4.120 -4.991 -5.914 -0.032 0.117 0.160
H -3.740 -0.184 3.241 0.011 0.441 -0.206
H 6.724 -0.754 -1.371 -0.003 -0.173 -0.328
H 0.447 3.074 -3.553 0.756 -0.027 -0.141
H 6.749 1.477 3.463 -0.093 0.090 -0.057
H -3.033 5.328 -0.301 0.337 -0.229 -0.515
H 4.643 -3.442 6.036 -0.512 -0.004 0.820
H 0.357 0.637 5.558 0.329 0.100 0.258
H 0.433 3.382 6.584 0.130 0.548 0.292
H -4.678 -1.433 -0.398 -0.149 -0.408 0.079
H 1.018 3.281 0.994 0.136 0.227 0.083
H -5.152 -2.666 5.255 -0.261 -0.142 0.302
H 3.618 -3.809 -3.167 0.082 -0.172 -0.075
H -6.447 -3.240 -0.281 0.461 0.171 0.196
H 2.333 2.511 0.090 0.095 -0.014 0.010
H -1.300 -1.002 -7.113 -0.720 0.191 -0.197
H 2.391 -4.570 6.164 -0.125 0.068 -0.044
H 4.946 -1.647 -2.745 -0.070 -0.332 0.277
H -1.787 0.490 -1.509 0.550 0.100 -0.270
H 1.598 4.468 5.686 -0.538 0.229 0.102
H -2.998 -2.528 -2.289 0.004 -0.215 -0.115
H -1.795 2.958 -4.624 0.067 0.080 -0.359
H -5.912 -3.799 -4.519 -0.051 -0.232 -0.263
H 3.686 3.652 -1.641 0.056 -0.014 0.088
H 4.150 0.141 3.055 0.369 0.180 -0.633
H -8.195 -0.385 -0.445 0.098 -0.454 -0.107
H 1.837 -2.903 6.521 0.165 0.026 -0.101
H -0.172 0.862 -5.976 -1.094 0.331 -0.111
H 2.816 -4.195 -0.874 0.522 -0.221 0.259
H 1.802 -0.398 -5.827 0.033 0.034 0.355
H -5.551 -2.625 -5.806 0.035 -0.108 0.003
H -3.874 3.720 1.551 -0.091 0.303 -0.115
H 1.296 4.284 -1.549 -0.107 -0.660 0.225
H 1.207 0.607 4.005 0.020 0.123 -0.048
H 7.682 0.891 2.097 0.144 -0.206 -0.025
H 4.744 -0.280 0.996 0.214 0.256 0.201
H -2.325 -0.638 -5.645 0.114 0.486 -0.240
H 4.368 5.880 0.302 -0.434 0.058 0.433
H 0.313 1.424 -0.266 -0.377 0.118 0.096
H -4.587 0.279 -0.386 -0.514 0.442 -0.034
H -3.493 4.984 2.810 -0.256 0.120 -0.276
H -0.443 -2.182 1.148 0.160 -0.135 0.319
H 5.458 2.070 -3.758 -0.083 0.196 0.073
H 3.988 -2.018 5.298 -0.593 0.265 0.428
H -6.951 0.565 0.334 0.295 0.139 0.186
H -1.019 4.971 1.909 -0.152 0.318 0.700
H -5.935 -1.320 1.523 0.267 0.418 -0.364
H -0.916 0.331 -3.749 -0.140 -0.210 0.437
H 3.437 5.408 -1.835 0.713 0.006 0.068
H -1.386 6.080 -0.139 -0.373 0.413 -0.170
H 7.061 -0.420 -3.855 0.306 -0.373 0.465
H 0.198 -1.107 -3.743 -0.079 0.004 0.272
H 5.968 0.765 -1.231 -0.249 0.239 -0.028
H 5.107 -3.284 3.750 -0.255 0.063 -0.409
H -2.062 0.306 0.900 0.132 0.360 -0.184
H 5.175 4.387 0.163 -0.147 -0.406 0.261
H -1.221 5.677 -4.508 -0.197 0.471 -0.242
H 0.806 0.582 -3.820 0.154 -0.176 -0.123
H -1.217 2.850 1.287 0.111 -0.319 0.244
H -1.316 -2.045 -5.779 0.556 -0.008 0.560
H 3.537 -5.783 -2.400 0.003 -0.108 -0.062
H 6.797 -1.134 3.243 -0.564 -0.199 0.233
H -2.978 4.021 -2.759 -0.114 -0.731 0.287
H 4.186 -4.743 4.152 0.152 -0.144 -0.114
H -1.428 3.227 -2.066 -0.476 -0.012 0.208
H -2.809 3.395 2.900 -0.066 -0.062 -0.076
H -2.871 6.468 0.904 0.723 0.423 0.221
H -3.919 -1.530 -4.350 0.080 0.125 0.145
H -8.834 -1.727 1.712 -0.264 -1.186 0.178
H -8.069 -3.025 0.080 -0.303 0.133 0.246
H -3.236 -3.426 -5.997 0.030 -0.113 -0.117
H 1.599 5.514 -0.417 0.040 -0.079 0.653
H -1.046 4.565 4.650 -0.300 -0.629 0.813
H 6.345 -1.072 0.713 -0.029 0.304 -0.266
H -3.307 -3.762 3.655 -0.250 -0.141 -0.076
H -5.427 -1.688 -3.436 0.076 -0.076 0.103
H 0.268 4.135 3.679 0.136 -0.011 -0.361
H -2.945 -2.440 2.596 -0.249 0.063 -0.363
H 5.104 -1.925 1.517 -0.332 -0.080 0.006
H -4.302 -3.797 -2.200 -0.646 0.777 0.519
H -1.648 4.971 -2.402 0.463 -0.040 0.380
H 2.928 -2.273 2.816 -0.068 0.014 0.147
```
Forces are in eV/Å.

Calculated values
HOMO (spin up / spin down): -10.9 / -10.9 eV
multiplicity: 2
max |F|: 4.46 eV Å⁻¹
E_LUMO (spin up / spin down): -2.7 / -8.9 eV
total charge: +1


(2)
# C5H9NO2

One molecule with the formula C5H9NO2 in a non-equilibrium geometry (ωB97M-V/def2-TZVPD, OMol25).

XYZ file:
```
17
Properties=species:S:1:pos:R:3:forces:R:3
O -0.548 0.783 0.429 -1.340 -1.391 -0.212
O 1.920 0.228 -1.418 -0.637 0.603 1.017
N 0.051 -1.082 -0.734 2.115 0.242 -0.858
C -0.254 2.025 -0.169 0.076 0.598 -0.506
C 1.387 -0.313 -0.488 -0.507 -3.669 -2.166
C 2.121 -0.962 0.660 0.370 0.652 0.794
C -0.943 -0.466 -0.359 1.279 2.961 3.039
C -2.318 -0.912 -0.033 -0.433 0.297 -0.329
H 1.959 -2.042 0.695 -0.360 0.239 -0.169
H -2.986 -0.044 0.029 0.145 -0.318 0.070
H -2.679 -1.588 -0.799 -0.058 -0.170 -0.090
H 1.837 -0.524 1.620 -0.180 -0.136 -0.062
H 0.815 2.135 -0.365 -0.029 -0.260 -0.396
H -0.435 2.826 0.555 -0.582 -0.219 -0.047
H 3.196 -0.809 0.553 -0.110 0.195 -0.192
H -0.818 2.191 -1.104 0.196 0.043 0.418
H -2.305 -1.447 0.929 0.055 0.333 -0.312
```
Forces are in eV/Å.

Calculated values
HOMO: -9.6 eV
max |F|: 4.43 eV Å⁻¹
ΔE to the lowest compared entry with this formula, charge and spin: 54.5 kcal per mole
E_LUMO: 0.8 eV
SMILES: CO/C(C)=N\C(C)=O


The lowest max |F| belongs to which entry?
C5H9NO2